1.
Below is C19H30HgNO21S4 as an isolated structure at a distorted geometry, with properties calculated with ωB97M-V/def2-TZVPD.

```
! wB97M-V def2-TZVPD RIJCOSX def2/J DEFGRID3
* xyz 1 1
Hg 2.344 -0.833 -3.693
C 0.505 -0.691 -0.760
O 0.684 -1.120 -2.072
H -0.325 0.009 -0.663
H 0.192 -1.476 -0.072
H 1.367 -0.238 -0.269
C 0.358 -4.509 -2.227
C -0.832 -4.433 -1.314
O -0.883 -5.709 -0.770
S -0.661 -6.841 -1.958
O -1.831 -6.965 -2.885
O -0.066 -8.032 -1.335
O 0.407 -5.809 -2.650
H 1.284 -4.313 -1.688
H 0.321 -3.948 -3.162
H -1.709 -4.248 -1.934
H -0.580 -3.647 -0.603
C -3.157 0.288 -2.658
C -2.080 0.327 -3.691
O -2.581 1.227 -4.664
S -3.582 2.337 -4.077
O -4.878 2.238 -4.784
O -2.919 3.660 -4.038
O -3.495 1.650 -2.526
H -2.824 -0.155 -1.719
H -3.986 -0.367 -2.926
H -1.898 -0.679 -4.071
H -1.193 0.833 -3.311
C 2.711 1.400 2.437
C 1.279 1.925 2.352
O 0.692 1.521 3.514
S 1.740 1.578 4.800
O 1.911 0.237 5.391
O 1.652 2.759 5.679
O 2.968 1.819 3.763
H 3.435 1.800 1.727
H 2.776 0.321 2.303
H 0.639 1.562 1.548
H 1.328 3.013 2.399
C 3.140 -2.311 1.825
C 2.291 -3.421 1.153
O 2.990 -4.674 1.197
S 4.241 -4.632 2.220
O 5.407 -5.312 1.640
O 3.640 -4.967 3.527
O 4.383 -2.994 1.970
H 2.829 -2.017 2.828
H 3.317 -1.501 1.118
H 1.866 -3.206 0.173
H 1.404 -3.588 1.765
C -2.798 0.851 4.105
C -2.363 2.143 4.442
C -2.084 2.997 3.452
C -2.172 2.641 2.119
C -2.603 1.378 1.773
C -2.805 0.396 2.788
N -2.060 3.679 1.052
O -2.176 3.317 -0.143
O -1.931 4.827 1.378
H -2.989 0.079 4.836
H -2.167 2.273 5.497
H -1.734 3.978 3.737
H -2.635 1.215 0.706
H -3.118 -0.613 2.560
O 1.625 1.448 -3.682
C 1.160 2.483 -3.075
O 0.255 3.272 -3.664
C -0.292 4.249 -2.700
C 0.811 4.348 -1.652
C 1.530 2.992 -1.680
H -1.250 3.875 -2.340
H -0.463 5.228 -3.149
H 0.358 4.535 -0.678
H 1.560 5.074 -1.969
H 1.112 2.339 -0.915
H 2.609 3.127 -1.609
*
```

For the HOMO energy, the calculation gives -12.7193 eV. Its LUMO energy is -8.689 eV. The frontier orbital gap is 4.03 eV.

Atom charges from the Löwdin analysis, given in e for atoms 1 to 4:
1 Hg 1.33
2 C -0.24
3 O -0.37
4 H 0.07

2.
Below is C25H45ClP2Rh as an isolated structure at a distorted geometry, with properties calculated with ωB97M-V/def2-TZVPD.

```
! wB97M-V def2-TZVPD RIJCOSX def2/J DEFGRID3
* xyz 1 5
Rh 2.214 -0.267 -0.097
C -1.720 1.419 2.846
C -1.410 2.373 1.834
C -3.595 1.687 1.531
C -3.062 0.980 2.646
C -2.568 2.523 1.021
C -0.873 1.011 3.984
H 0.166 1.323 3.839
H -0.894 -0.078 4.121
H -1.225 1.462 4.924
C -3.800 0.066 3.526
H -3.138 -0.696 3.957
H -4.597 -0.450 2.979
H -4.271 0.621 4.352
C -4.993 1.635 1.056
H -5.589 2.398 1.578
H -5.441 0.656 1.256
H -5.061 1.835 -0.022
C -2.698 3.450 -0.133
H -3.196 4.388 0.170
H -3.301 3.007 -0.947
H -1.715 3.715 -0.555
C -0.137 3.101 1.644
H -0.161 4.105 2.101
H 0.042 3.233 0.564
H 0.698 2.536 2.077
C 3.151 -2.392 -0.646
C 3.705 -1.384 0.322
C 4.953 -0.577 0.049
C 4.738 0.658 -0.870
C 3.295 0.899 -1.215
C 2.559 -0.039 -2.037
C 3.233 -1.145 -2.855
C 3.766 -2.329 -2.049
H 5.756 -1.202 -0.339
H 5.348 0.544 -1.775
H 5.278 -0.215 1.037
H 4.867 -2.292 -2.002
H 3.274 -3.401 -0.226
H 3.574 -1.701 1.367
H 3.539 -3.257 -2.596
H 2.481 -1.522 -3.564
H 1.675 0.387 -2.543
H 4.019 -0.707 -3.496
H 5.121 1.545 -0.366
H 2.917 1.930 -1.253
P 1.119 -2.364 -0.616
P -1.670 -0.379 -2.043
C 0.085 -2.810 -2.079
C -0.764 -1.735 -2.862
H -0.566 -3.636 -1.746
H 0.811 -3.273 -2.764
H -0.124 -1.296 -3.649
H -1.552 -2.291 -3.393
C -3.415 -0.145 -2.326
H -3.829 0.573 -1.602
H -3.963 -1.086 -2.200
H -3.585 0.246 -3.337
C -0.776 1.182 -2.362
H -0.299 1.211 -3.356
H 0.012 1.307 -1.604
H -1.450 2.049 -2.298
C 0.831 -3.505 0.773
H 0.747 -2.913 1.693
H 1.685 -4.194 0.863
H -0.100 -4.072 0.643
C 1.588 0.025 1.865
H 0.519 0.268 1.836
H 2.196 0.860 2.243
H 1.767 -0.873 2.457
Cl -2.341 -2.025 0.411
C -1.487 -0.590 -0.217
H -1.912 0.280 0.278
H -0.454 -0.650 0.196
*
```

For the HOMO energy (alpha / beta), the calculation gives -7.5773 / -9.5711 eV. The calculation puts the energy above the lowest of the compared OMol25 structures with the same formula, charge and spin at 58.2 kJ/mol. Its LUMO energy (alpha / beta) is -2.285 / -3.617 eV. The frontier orbital gap (alpha / beta) is 5.29 / 5.95 eV.

Atom charges from the Löwdin analysis, given in e for atoms 1 to 4:
1 Rh 0.96
2 C -0.21
3 C -0.20
4 C -0.24

3.
Below is C31H43HfN6O2PS as an isolated structure at a distorted geometry, with properties calculated with ωB97M-V/def2-TZVPD.

```
! wB97M-V def2-TZVPD RIJCOSX def2/J DEFGRID3
* xyz 2 1
Hf -0.363 0.997 0.453
N 0.617 1.299 4.937
C 0.196 1.320 3.672
S 1.371 1.203 2.423
N -1.105 1.455 3.489
N -1.589 1.399 2.257
C -2.872 1.570 2.121
C -3.459 1.508 0.815
C -4.802 1.843 0.600
C -5.305 1.817 -0.686
C -4.455 1.464 -1.726
C -3.152 1.108 -1.426
N -2.646 1.124 -0.194
H 1.599 1.206 5.138
H -0.052 1.335 5.692
H -3.488 1.785 2.989
H -5.425 2.127 1.435
H -6.336 2.066 -0.875
H -4.790 1.457 -2.749
H -2.481 0.793 -2.211
C 4.002 0.453 0.268
C 3.443 1.263 -0.900
C 4.477 1.299 -2.021
P 1.704 0.651 -1.330
C 1.443 0.995 -3.169
C 2.157 0.065 -4.141
C -0.063 0.945 -3.444
C 1.759 -1.158 -1.146
C 2.709 -1.964 -1.781
C 2.717 -3.341 -1.634
C 3.707 -4.216 -2.330
C 1.754 -3.914 -0.803
C 0.834 -3.143 -0.134
C 0.811 -1.745 -0.276
N -0.105 -0.967 0.406
C -1.042 -1.638 1.251
C -2.283 -2.012 0.712
C -2.543 -1.868 -0.760
C -3.204 -2.661 1.516
C -2.906 -3.010 2.829
C -3.879 -3.798 3.644
C -1.652 -2.691 3.326
C -0.703 -2.033 2.555
C 0.693 -1.915 3.096
H 4.886 0.949 0.660
H 4.296 -0.540 -0.062
H 3.286 0.352 1.081
H 3.265 2.295 -0.559
H 4.758 0.293 -2.321
H 5.376 1.777 -1.636
H 4.142 1.865 -2.886
H 1.789 2.025 -3.322
H 1.809 -0.956 -4.012
H 3.236 0.097 -4.041
H 1.927 0.374 -5.158
H -0.459 -0.044 -3.208
H -0.248 1.134 -4.500
H -0.583 1.711 -2.871
H 3.459 -1.504 -2.404
H 4.312 -3.662 -3.040
H 3.189 -5.012 -2.860
H 4.369 -4.686 -1.607
H 1.738 -4.985 -0.670
H 0.116 -3.619 0.517
H -1.792 -1.237 -1.236
H -3.538 -1.476 -0.952
H -2.490 -2.855 -1.219
H -4.154 -2.950 1.095
H -4.300 -4.601 3.042
H -4.699 -3.164 3.977
H -3.392 -4.227 4.516
H -1.378 -3.010 4.322
H 0.721 -1.318 4.008
H 1.378 -1.490 2.365
H 1.058 -2.911 3.353
N 0.910 5.705 0.191
C -0.078 5.142 -0.754
C -0.251 3.664 -0.315
O -0.830 2.837 -1.023
O 0.263 3.376 0.791
H 0.621 6.583 0.630
H 1.831 5.841 -0.236
H 0.972 4.908 0.911
H 0.237 5.202 -1.796
H -1.045 5.641 -0.664
*
```

For the HOMO energy, the calculation gives -12.4672 eV. The calculation puts the energy above the lowest of the compared OMol25 structures with the same formula, charge and spin at 47.6 kJ/mol. Its LUMO energy is -6.159 eV. The frontier orbital gap is 6.31 eV.

Atom charges from the Löwdin analysis, given in e for atoms 1 to 4:
1 Hf 1.52
2 N 0.12
3 C -0.83
4 S 0.70

4.
Below is one molecule with the formula C19H20N2O5S, with properties calculated with ωB97M-V/def2-TZVPD.

```
! wB97M-V def2-TZVPD RIJCOSX def2/J DEFGRID3
* xyz 0 1
C -3.087 -0.406 -1.491
N -3.742 -0.375 -0.203
C -4.001 -1.472 0.557
O -4.712 -1.429 1.539
C -3.382 -2.804 0.119
H -3.468 -3.473 0.982
H -3.920 -3.236 -0.728
O -2.023 -2.702 -0.285
C -1.211 -2.010 0.542
O -1.594 -1.548 1.592
C 0.130 -1.864 -0.020
C 1.051 -1.132 0.619
C 2.400 -0.846 0.168
N 3.195 -0.321 1.074
C 4.462 -0.021 0.753
C 5.299 0.538 1.743
C 6.595 0.855 1.449
C 7.113 0.630 0.162
C 6.328 0.092 -0.819
C 4.988 -0.246 -0.551
C 4.114 -0.799 -1.512
C 2.830 -1.100 -1.160
H 2.139 -1.508 -1.880
H 4.475 -0.974 -2.516
H 6.722 -0.082 -1.811
H 8.142 0.888 -0.045
H 7.235 1.284 2.206
H 4.880 0.704 2.723
H 0.798 -0.706 1.580
H 0.294 -2.344 -0.972
C -3.983 0.903 0.462
C -2.794 1.293 1.331
H -2.282 0.432 1.751
H -3.067 1.996 2.110
S -1.693 2.187 0.198
O -1.142 3.350 0.835
O -0.758 1.300 -0.450
C -2.985 2.689 -1.010
C -4.273 2.087 -0.476
H -4.799 2.835 0.120
H -4.945 1.779 -1.277
H -2.686 2.309 -1.980
H -2.998 3.773 -1.026
H -4.857 0.724 1.100
H -3.652 0.206 -2.195
H -3.073 -1.419 -1.881
H -2.061 -0.038 -1.426
*
```

The structure (SMILES) is CN(C(=O)COC(=O)/C=C/c1ccc2ccccc2n1)[C@@H]1CCS(=O)(=O)C1. For the HOMO energy, the calculation gives -8.7255 eV. The calculation puts the energy above the lowest of the compared OMol25 structures with the same formula, charge and spin at 192.2 kJ/mol. Its LUMO energy is -0.438 eV. The frontier orbital gap is 8.29 eV.

Atom charges from the natural (NBO) analysis, given in e for atoms 1 to 4:
1 C -0.43
2 N -0.46
3 C 0.68
4 O -0.61

| no. | energy (hartree) |
| --- | --- |
| 1 | -4122.23528 |
| 2 | -2232.52102 |
| 3 | -2473.34308 |
| 4 | -1619.92363 |